{"formula": "C3H8O", "method": "the ωB97M-V functional and the def2-TZVPD basis", "elements": ["C", "O", "C", "C", "H", "H", "H", "H", "H", "H", "H", "H"], "coordinates": [[-0.860, 0.603, -0.164], [-1.791, 0.719, -1.146], [0.208, -0.435, -0.292], [1.201, -0.393, 0.890], [-0.460, 1.655, -0.038], [-1.490, 0.531, 0.758], [-1.580, 0.234, -1.975], [-0.285, -1.405, -0.375], [0.726, -0.323, -1.248], [2.228, -0.316, 0.552], [0.990, 0.443, 1.558], [1.113, -1.312, 1.481]], "spin_multiplicity": 2, "fmax_ev_per_a": 0.93, "charge": 1, "homo_energy_ev": [-17.06, -17.06], "lumo_energy_ev": [-3.782, -10.157], "relative_energy_ev": 0.7663}